1.
ORCA calculation (ωB97M-V/def2-TZVPD) on a 2-piece molecular cluster, C6H13N overall.

Atoms and positions in Å:
C 3.040 -0.032 -0.247
C 1.722 -0.810 -0.304
C 0.612 -0.134 0.439
N -0.611 -0.177 0.009
C -1.445 -0.096 -1.049
C -1.884 0.483 0.245
C -2.893 -0.140 1.182
H 3.360 0.132 0.788
H 2.947 0.946 -0.730
H 3.835 -0.588 -0.755
H 1.404 -0.943 -1.347
H 1.883 -1.817 0.107
H 0.486 1.659 -1.127
H 0.782 0.340 1.402
H -1.839 -0.909 -1.644
H -0.106 1.386 -1.536
H -1.779 1.571 0.354
H -3.883 0.245 0.909
H -2.916 -1.228 1.071
H -2.716 0.112 2.233

Calculated values
ΔE to the lowest compared entry with this formula, charge and spin (kcal/mol): 102.2
DFT total energy (a.u.): -290.99595
Net charge: 0
E_HOMO (alpha / beta) (eV): -7.17 / -7.17
Orbital gap (alpha / beta) (eV): 8.33 / 8.33
LUMO level (alpha / beta) (eV): 1.16 / 1.16
2S+1: 1

Löwdin atomic charge list, values in e, 8 entries: atom 1 (C): -0.1178, atom 2 (C): -0.2453, atom 3 (C): -0.1278, atom 4 (N): -0.1551, atom 5 (C): -0.0879, atom 6 (C): -0.3090, atom 7 (C): -0.0618, atom 8 (H): 0.0715

***

2.
ORCA calculation (ωB97M-V/def2-TZVPD) on a 2-piece molecular cluster, C6H13N overall.

Atoms and positions in Å:
C 2.578 0.341 0.642
C 1.075 0.508 0.634
N 0.334 0.468 -0.638
C 0.048 1.226 -1.670
C 0.191 -0.551 0.159
C -2.605 0.404 0.227
C -0.086 -2.001 0.137
H 3.130 1.252 0.396
H 2.870 0.026 1.651
H 2.868 -0.457 -0.051
H 0.688 1.263 1.334
H -0.587 0.828 -2.451
H -1.872 1.073 -0.233
H 0.403 2.246 -1.679
H -2.211 -0.031 1.148
H -3.512 0.969 0.440
H -2.829 -0.402 -0.479
H 0.753 -2.577 -0.280
H -0.983 -2.232 -0.447
H -0.253 -2.352 1.160

Calculated values
ΔE to the lowest compared entry with this formula, charge and spin (kcal/mol): 85.4
DFT total energy (a.u.): -291.02266
Net charge: 0
E_HOMO (eV): -6.64
Orbital gap (eV): 7.60
LUMO level (eV): 0.96
2S+1: 1

Löwdin atomic charge list, values in e, 8 entries: atom 1 (C): -0.0519, atom 2 (C): -0.2228, atom 3 (N): -0.1225, atom 4 (C): -0.0167, atom 5 (C): -0.2601, atom 6 (C): -0.0501, atom 7 (C): -0.0346, atom 8 (H): 0.0708

***

3.
ORCA calculation (ωB97M-V/def2-TZVPD) on a single C6H13N molecule in a non-equilibrium geometry.

Atoms and positions in Å:
C 0.267 -0.038 -0.215
C -0.478 -0.514 1.056
C 0.733 1.418 -0.067
C -0.617 -0.192 -1.462
C -1.752 0.248 1.410
C 1.498 -0.923 -0.386
N 2.329 -0.768 -1.364
H 3.084 -1.461 -1.297
H 1.673 -1.719 0.358
H 0.205 -0.465 1.915
H -0.730 -1.578 0.949
H -0.109 2.117 -0.061
H 1.395 1.716 -0.888
H 1.293 1.558 0.865
H -0.052 -0.010 -2.383
H -1.457 0.509 -1.455
H -1.026 -1.207 -1.530
H -1.991 1.051 0.710
H -1.660 0.692 2.407
H -2.606 -0.437 1.438

Calculated values
ΔE to the lowest compared entry with this formula, charge and spin (kcal/mol): 6.1
SMILES: [H]/N=C/C(C)(C)CC
DFT total energy (a.u.): -291.14905
Net charge: 0
E_HOMO (eV): -9.96
Orbital gap (eV): 10.88
LUMO level (eV): 0.92
2S+1: 1

Löwdin atomic charge list, values in e, 8 entries: atom 1 (C): -0.5598, atom 2 (C): -0.2310, atom 3 (C): -0.0524, atom 4 (C): -0.0524, atom 5 (C): -0.0993, atom 6 (C): -0.1884, atom 7 (N): 0.1023, atom 8 (H): 0.0467

***

4.
ORCA calculation (ωB97M-V/def2-TZVPD) on a single C6H13N molecule in a non-equilibrium geometry.

Atoms and positions in Å:
C 2.876 -0.472 -0.124
C 1.374 -0.769 -0.205
C 0.603 0.513 -0.482
N -0.867 0.448 -0.545
C -1.466 1.213 -1.487
C -1.737 0.231 0.454
C -2.045 -0.794 1.485
H 3.095 0.262 0.661
H 3.261 -0.067 -1.068
H 3.445 -1.379 0.104
H 1.178 -1.505 -0.992
H 1.033 -1.204 0.741
H 0.912 0.928 -1.449
H 0.827 1.249 0.298
H -2.523 1.047 -1.643
H -1.046 2.203 -1.638
H -2.387 1.105 0.502
H -2.898 -0.319 1.977
H -2.382 -1.791 1.179
H -1.253 -0.900 2.234

Calculated values
ΔE to the lowest compared entry with this formula, charge and spin (kcal/mol): 80.2
DFT total energy (a.u.): -291.03089
Net charge: 0
E_HOMO (alpha / beta) (eV): -6.74 / -6.91
Orbital gap (alpha / beta) (eV): 7.64 / 7.76
LUMO level (alpha / beta) (eV): 0.89 / 0.86
2S+1: 1

Löwdin atomic charge list, values in e, 8 entries: atom 1 (C): -0.1159, atom 2 (C): -0.2404, atom 3 (C): -0.1691, atom 4 (N): -0.2357, atom 5 (C): -0.0394, atom 6 (C): -0.1907, atom 7 (C): -0.0973, atom 8 (H): 0.0737

***

5.
ORCA calculation (ωB97M-V/def2-TZVPD) on a 2-piece molecular cluster, C6H13N2 overall in a non-equilibrium geometry.

Atoms and positions in Å:
C 1.863 0.639 -0.333
C 0.563 0.960 -0.940
C 0.475 -0.534 0.907
C 0.393 -2.562 -0.153
C -0.522 1.698 1.066
C -1.609 0.047 -0.467
N 1.817 -0.264 0.593
N -0.333 0.526 0.090
H 2.966 0.862 -0.705
H 0.398 1.906 -1.356
H 0.325 0.202 -1.763
H 0.278 -0.723 1.907
H 0.471 -2.219 -1.171
H -0.686 -2.836 0.019
H 1.076 -3.304 0.265
H -0.896 1.261 2.010
H 0.418 2.233 1.361
H -1.269 2.256 0.587
H -1.903 0.866 -1.209
H -1.328 -0.907 -0.951
H -2.496 -0.108 0.245

Calculated values
ΔE to the lowest compared entry with this formula, charge and spin (kcal/mol): 108.9
DFT total energy (a.u.): -345.52253
Net charge: +1
E_HOMO (eV): -13.32
Orbital gap (eV): 9.29
LUMO level (eV): -4.03
2S+1: 1

Löwdin atomic charge list, values in e, 8 entries: atom 1 (C): -0.1081, atom 2 (C): -0.1315, atom 3 (C): -0.0777, atom 4 (C): 0.1315, atom 5 (C): 0.0483, atom 6 (C): 0.0019, atom 7 (N): 0.0680, atom 8 (N): -0.3240

***

6.
ORCA calculation (ωB97M-V/def2-TZVPD) on an isolated ion of composition C6H13N2 and charge +1 in a non-equilibrium geometry.

Atoms and positions in Å:
C -1.238 0.187 0.909
C 1.912 -0.735 -1.370
C 1.970 -0.198 -0.001
C 0.686 -0.865 -0.468
C -0.832 -0.664 2.020
C -0.501 0.974 -1.516
N -0.549 -0.198 -0.579
N -2.200 1.041 0.863
H 1.957 -0.076 -2.174
H 2.418 -1.656 -1.599
H 2.379 -0.809 0.775
H 1.908 0.925 0.136
H 0.682 -1.867 -0.108
H -0.976 -0.320 3.110
H 0.238 -0.763 1.703
H -1.376 -1.567 1.863
H -1.437 1.299 -1.821
H 0.131 1.803 -1.213
H -0.088 0.603 -2.386
H -2.631 1.249 1.737
H -2.454 1.638 0.119

Calculated values
ΔE to the lowest compared entry with this formula, charge and spin (kcal/mol): 71.0
SMILES: CC(=[NH2+])N(C)C1CC1
DFT total energy (a.u.): -345.58285
Net charge: +1
E_HOMO (eV): -13.13
Orbital gap (eV): 9.05
LUMO level (eV): -4.08
2S+1: 1

Löwdin atomic charge list, values in e, 8 entries: atom 1 (C): -0.1489, atom 2 (C): -0.0722, atom 3 (C): -0.0996, atom 4 (C): -0.3479, atom 5 (C): 0.0231, atom 6 (C): -0.0354, atom 7 (N): -0.0083, atom 8 (N): 0.2596

***

7.
ORCA calculation (ωB97M-V/def2-TZVPD) on a 2-piece molecular cluster, C6H13N2 overall in a non-equilibrium geometry.

Atoms and positions in Å:
C 2.861 0.978 1.097
C 1.676 1.064 0.406
C 1.630 0.902 -1.023
C -2.222 0.186 1.499
C -1.167 -0.725 0.803
C -1.516 -1.314 -0.375
N 2.514 0.291 -1.840
N -2.751 -1.334 -0.939
H 2.866 1.016 2.072
H 3.792 0.540 0.573
H 0.754 1.315 0.835
H 0.839 1.351 -1.653
H -2.341 1.060 0.880
H -1.990 0.275 2.563
H -3.146 -0.286 1.258
H -0.166 -0.883 1.268
H -0.831 -2.054 -0.660
H 2.275 0.393 -2.793
H -3.624 -0.932 -0.553
H -2.865 -1.743 -1.899
H 3.414 -0.101 -1.521

Calculated values
ΔE to the lowest compared entry with this formula, charge and spin (kcal/mol): 19.6
DFT total energy (a.u.): -345.51635
Net charge: +1
E_HOMO (alpha / beta) (eV): -9.09 / -12.21
Orbital gap (alpha / beta) (eV): 5.63 / 4.91
⟨S²⟩: 2.037
LUMO level (alpha / beta) (eV): -3.46 / -7.30
2S+1: 3

Löwdin atomic charge list, values in e, 8 entries: atom 1 (C): 0.0189, atom 2 (C): -0.2195, atom 3 (C): -0.2339, atom 4 (C): -0.0128, atom 5 (C): 0.0127, atom 6 (C): -0.0941, atom 7 (N): 0.0670, atom 8 (N): 0.2044

***

8.
ORCA calculation (ωB97M-V/def2-TZVPD) on an isolated ion of composition C6H13N2O and charge +1 in a non-equilibrium geometry.

Atoms and positions in Å:
C 0.235 -1.689 -0.235
C 0.703 -0.661 0.506
C -1.574 -0.479 -0.074
C -2.648 0.035 0.822
C -1.188 0.586 -1.022
C 3.046 0.360 0.535
N -1.223 -1.752 -0.040
N 2.191 -0.862 0.518
O 0.908 -2.504 -0.893
H 0.320 -0.119 1.351
H -3.645 0.036 0.432
H -2.439 1.003 1.045
H -2.664 -0.452 1.741
H -0.863 1.427 -0.492
H -2.035 0.913 -1.540
H -0.428 0.251 -1.756
H 3.644 0.648 1.512
H 3.751 0.437 -0.231
H 2.280 1.175 0.292
H -1.748 -2.414 0.473
H 2.422 -1.373 1.395
H 2.497 -1.490 -0.257

Calculated values
ΔE to the lowest compared entry with this formula, charge and spin (kcal/mol): 87.5
SMILES: C[NH2+]/C=C(\[O-])[NH+]=C(C)C
DFT total energy (a.u.): -420.81349
Net charge: +1
E_HOMO (alpha / beta) (eV): -12.47 / -12.47
Orbital gap (alpha / beta) (eV): 8.18 / 8.17
LUMO level (alpha / beta) (eV): -4.29 / -4.29
2S+1: 1

Löwdin atomic charge list, values in e, 8 entries: atom 1 (C): -0.5037, atom 2 (C): -0.0666, atom 3 (C): -0.2732, atom 4 (C): 0.0240, atom 5 (C): -0.0071, atom 6 (C): -0.0152, atom 7 (N): 0.2426, atom 8 (N): -0.0029

***

9.
ORCA calculation (ωB97M-V/def2-TZVPD) on an isolated ion of composition C6H13N2O2 and charge +1 in a non-equilibrium geometry.

Atoms and positions in Å:
C -0.653 -1.250 0.236
C 1.805 -0.421 0.063
C -1.384 0.059 0.192
C -2.452 0.243 1.252
C -2.139 0.178 -1.187
C 3.894 0.311 -0.481
N 0.857 -1.321 0.303
N -0.382 1.123 0.219
O -1.236 -2.284 0.174
O 3.028 -0.810 -0.019
H 1.456 0.666 -0.164
H -3.119 -0.642 1.193
H -3.120 1.174 1.043
H -2.058 0.247 2.235
H -2.577 1.138 -1.162
H -2.878 -0.670 -1.253
H -1.420 -0.129 -1.894
H 3.234 1.185 -0.681
H 4.445 -0.212 -1.289
H 4.510 0.354 0.461
H 1.187 -2.208 0.650
H -0.520 1.825 0.883
H -0.477 1.442 -0.773

Calculated values
ΔE to the lowest compared entry with this formula, charge and spin (kcal/mol): 61.8
SMILES: CO/C=[NH+]/C(=O)C(C)(C)N
DFT total energy (a.u.): -496.10723
Net charge: +1
E_HOMO (eV): -13.90
Orbital gap (eV): 9.74
LUMO level (eV): -4.16
2S+1: 1

Löwdin atomic charge list, values in e, 8 entries: atom 1 (C): -0.3026, atom 2 (C): -0.1229, atom 3 (C): -0.5473, atom 4 (C): -0.0177, atom 5 (C): 0.0038, atom 6 (C): 0.0537, atom 7 (N): 0.2201, atom 8 (N): 0.0460

***

10.
ORCA calculation (ωB97M-V/def2-TZVPD) on C6H13N2O4 as an isolated structure in a non-equilibrium geometry.

Atoms and positions in Å:
C 2.849 1.114 0.891
C 0.050 -0.822 3.158
C 0.525 1.159 -2.278
C 1.580 0.529 -1.247
C 0.949 2.565 -2.720
C 1.521 1.160 0.109
N 0.093 0.202 0.984
N -5.616 -4.646 1.474
O 3.096 0.364 1.820
O -0.335 -0.863 0.469
O 3.548 2.002 0.308
O 0.348 0.156 2.378
H -5.934 -4.353 0.558
H 0.271 -0.440 4.115
H -0.133 -1.873 2.652
H -0.496 1.104 -1.684
H 0.452 0.427 -3.249
H 1.130 -0.445 -1.216
H 2.653 0.643 -1.500
H 1.628 2.589 -3.584
H 0.039 2.996 -2.945
H 1.010 2.032 -0.068
H -4.607 -4.593 1.397
H -6.041 -4.069 2.192
H 1.421 3.060 -2.014

Calculated values
ΔE to the lowest compared entry with this formula, charge and spin (kcal/mol): 83.7
DFT total energy (a.u.): -646.68590
Net charge: -1
E_HOMO (alpha / beta) (eV): -3.90 / -3.49
Orbital gap (alpha / beta) (eV): 6.78 / 6.38
LUMO level (alpha / beta) (eV): 2.88 / 2.89
2S+1: 1

Löwdin atomic charge list, values in e, 8 entries: atom 1 (C): -0.7165, atom 2 (C): -0.0739, atom 3 (C): -0.2277, atom 4 (C): -0.1972, atom 5 (C): -0.1176, atom 6 (C): -0.0154, atom 7 (N): -0.1395, atom 8 (N): -0.0038

***

11.
ORCA calculation (ωB97M-V/def2-TZVPD) on an isolated ion of composition C6H13N2S and charge +1 in a non-equilibrium geometry.

Atoms and positions in Å:
C 0.878 -1.341 -1.710
C -0.092 -0.638 -0.956
C -0.645 -0.502 1.141
C -1.341 -0.304 -1.753
C -0.146 1.654 -0.114
C 1.714 0.253 0.443
N -0.400 -1.389 2.076
N 0.264 0.197 0.171
S 0.685 -2.154 -3.176
H 1.918 -1.367 -1.173
H -1.602 -0.589 0.813
H -1.178 0.827 -2.116
H -2.417 -0.414 -1.253
H -1.377 -1.040 -2.553
H -1.311 1.763 -0.189
H -0.016 2.376 0.695
H 0.380 1.980 -1.137
H 2.163 0.621 -0.389
H 1.839 0.965 1.145
H 2.264 -0.740 0.644
H -0.826 -2.315 2.021
H 0.414 -1.207 2.611

Calculated values
ΔE to the lowest compared entry with this formula, charge and spin (kcal/mol): 146.2
SMILES: C/C(=C\[S-])[N+](C)(C)C=[NH2+]
DFT total energy (a.u.): -743.66438
Net charge: +1
E_HOMO (alpha / beta) (eV): -12.35 / -11.92
Orbital gap (alpha / beta) (eV): 7.95 / 6.39
LUMO level (alpha / beta) (eV): -4.40 / -5.53
2S+1: 1

Löwdin atomic charge list, values in e, 8 entries: atom 1 (C): -0.5713, atom 2 (C): -0.3507, atom 3 (C): -0.0880, atom 4 (C): -0.0856, atom 5 (C): 0.0139, atom 6 (C): 0.0040, atom 7 (N): 0.1582, atom 8 (N): -0.2566

***

Question: Among the records above, which one has the lowest ΔE to the lowest compared entry with this formula, charge and spin?
Answer: number 3